Entry 1:
{
  "formula": "C14H12AsMoN5O7S4",
  "method": "ωB97M-V/def2-TZVPD",
  "homo_ev": [-2.5, -2.7],
  "charge": -2,
  "de_lowest_kcal_mol": 0.00,
  "energy_ev": -142537.1882,
  "s2": 2.03,
  "spin_multiplicity": 3,
  "homo_lumo_gap_ev": [5.8, 6.0],
  "e_lumo_ev": [3.278, 3.275],
  "species": ["Mo", "N", "C", "C", "C", "O", "O", "H", "H", "H", "H", "H", "H", "S", "As", "S", "S", "S", "N", "C", "O", "C", "C", "N", "C", "N", "H", "H", "O", "C", "O", "C", "C", "C", "C", "C", "C", "N", "O", "O", "H", "H", "H", "H"],
  "positions_angstrom": [[1.7527, 0.2301, -0.5560], [2.2499, 1.3077, 1.3380], [2.9453, 0.5986, 2.4214], [2.1742, -0.6202, 2.9035], [2.1412, -1.7472, 1.9023], [2.1745, -2.9175, 2.2252], [2.0963, -1.3536, 0.6550], [2.8339, 2.1213, 1.0700], [1.3576, 1.6729, 1.6657], [3.1063, 1.2848, 3.2567], [3.9257, 0.3174, 2.0361], [1.1380, -0.3389, 3.1213], [2.6098, -1.0127, 3.8219], [4.3915, 3.5211, 0.2706], [3.8729, 2.4802, -1.5254], [1.6020, 2.3506, -1.4939], [4.0809, 0.2884, -1.2330], [4.6979, 3.1946, -3.3052], [1.6311, -3.1135, -1.5844], [1.0664, -2.1784, -2.3651], [1.1741, -0.9497, -2.0055], [0.3983, -2.5175, -3.5511], [-0.2686, -1.5420, -4.3463], [-0.8308, -0.7615, -4.9828], [0.3112, -3.8884, -3.9168], [0.2763, -5.0096, -4.1981], [1.8678, -2.8242, -0.6402], [1.3411, -4.0682, -1.7159], [-1.1228, -1.5527, -0.1648], [-1.2027, -0.3696, 0.1082], [-0.2512, 0.4805, 0.2807], [-2.5915, 0.2099, 0.3872], [-3.7067, -0.5862, 0.1745], [-4.9886, -0.0921, 0.3791], [-5.1668, 1.2119, 0.8147], [-4.0407, 1.9779, 1.0306], [-2.7581, 1.5207, 0.8183], [-4.2346, 3.3823, 1.5258], [-3.2437, 4.0243, 1.7964], [-5.3780, 3.7980, 1.5976], [-3.5359, -1.5990, -0.1662], [-5.8519, -0.7192, 0.1972], [-6.1466, 1.6336, 0.9818], [-1.8977, 2.1552, 0.9712]],
  "forces_ev_per_angstrom": [[0.2, 1.0, 0.4], [-0.1, -0.1, -0.1], [0.0, 0.0, 0.0], [0.0, 0.1, 0.2], [0.0, 0.1, -0.7], [0.0, -0.1, 0.2], [0.0, -0.4, 0.4], [0.0, 0.0, 0.0], [0.0, 0.0, 0.0], [0.0, 0.0, 0.0], [0.0, 0.0, 0.0], [0.0, 0.0, 0.0], [0.0, 0.0, 0.0], [-0.1, -0.1, -0.1], [0.3, 0.2, 0.1], [0.0, -0.1, 0.1], [-0.1, 0.0, 0.1], [-0.1, 0.0, 0.0], [0.0, -0.2, 0.1], [0.0, 0.4, 0.2], [-0.3, -0.5, -0.5], [-0.2, -0.3, -0.3], [0.2, -0.2, 0.3], [0.0, 0.0, -0.1], [0.0, 0.4, -0.1], [0.0, 0.0, 0.1], [0.0, 0.0, 0.0], [0.0, 0.0, 0.0], [0.2, -0.2, -0.3], [-0.3, 0.3, 0.7], [0.2, -0.2, -0.4], [0.2, 0.1, -0.2], [-0.1, -0.1, 0.0], [0.0, 0.0, 0.0], [-0.2, -0.2, -0.1], [-0.1, 0.7, 0.3], [0.2, -0.1, 0.0], [0.1, -0.6, -0.5], [-0.1, 0.1, 0.1], [0.1, 0.1, 0.1], [0.0, 0.0, 0.0], [0.0, 0.0, 0.0], [0.0, 0.0, 0.0], [0.0, 0.0, 0.0]]
}

***

Entry 2:
{
  "formula": "CH4N3O5S2",
  "method": "ωB97M-V/def2-TZVPD",
  "homo_ev": -5.8,
  "charge": -1,
  "de_lowest_kcal_mol": 54.12,
  "energy_ev": -37480.0257,
  "homo_lumo_gap_ev": 9.3,
  "e_lumo_ev": 3.509,
  "species": ["C", "N", "N", "N", "O", "O", "O", "O", "O", "S", "S", "H", "H", "H", "H"],
  "positions_angstrom": [[-0.3852, 1.4818, 0.0979], [-1.8198, 1.4941, 0.1738], [1.6059, -1.1848, 0.9890], [-0.0445, 0.3594, -0.5562], [-0.9211, -1.7658, 0.5851], [0.3509, 2.3239, 0.5971], [-2.0761, -0.8572, -1.4782], [1.8792, -1.5754, -1.4251], [2.8883, 0.4725, -0.5342], [-0.7038, -1.0813, -0.9692], [1.9452, -0.5563, -0.3923], [-2.1342, 0.6091, -0.1335], [-2.2939, 2.2667, 0.7339], [0.0580, -1.6148, 0.7834], [1.6511, -0.3718, 1.5285]],
  "forces_ev_per_angstrom": [[-3.0, 0.9, 1.6], [2.2, 3.1, 1.3], [1.2, -0.5, -1.7], [4.1, -1.9, -1.6], [0.4, 1.0, -2.0], [-0.3, -0.6, -0.6], [0.3, -0.1, 0.5], [0.4, 1.2, 0.6], [0.8, 1.7, 0.1], [-3.0, -0.3, 0.3], [-1.8, -2.8, -0.4], [-1.9, -0.5, -0.1], [0.9, -2.1, -1.2], [-0.3, -0.7, 1.2], [0.0, 1.6, 2.1]]
}

***

Entry 3:
{
  "formula": "C25H34N2O4",
  "method": "ωB97M-V/def2-TZVPD",
  "homo_ev": -7.7,
  "charge": 0,
  "de_lowest_kcal_mol": 1.66,
  "energy_ev": -37648.4504,
  "homo_lumo_gap_ev": 8.5,
  "e_lumo_ev": 0.779,
  "species": ["C", "H", "H", "H", "C", "C", "H", "H", "H", "O", "C", "C", "H", "C", "N", "C", "O", "C", "C", "H", "H", "C", "C", "O", "N", "C", "C", "C", "C", "C", "C", "H", "H", "O", "C", "C", "C", "C", "C", "C", "C", "C", "H", "H", "H", "H", "H", "H", "H", "H", "H", "H", "H", "H", "H", "H", "H", "H", "H", "H", "H", "H", "H", "H", "H"],
  "positions_angstrom": [[-1.7504, 3.2535, 2.9290], [-2.2869, 3.9054, 2.2453], [-2.4630, 2.6306, 3.4628], [-1.2118, 3.8593, 3.6526], [-0.7652, 2.3776, 2.1595], [0.2544, 3.2307, 1.4039], [-0.2632, 3.9003, 0.7222], [0.9352, 2.6110, 0.8269], [0.8311, 3.8236, 2.1102], [-0.1517, 1.5265, 3.1169], [0.5010, 0.4021, 2.5790], [0.8720, -0.5191, 3.7378], [1.4783, 0.0425, 4.4517], [1.6207, -1.7647, 3.2800], [2.9411, -1.4456, 2.7820], [3.4751, -1.9909, 1.6762], [2.8790, -2.7906, 0.9751], [4.8861, -1.5257, 1.3619], [4.8976, -0.2255, 0.5492], [4.4524, 0.5890, 1.1254], [5.9389, 0.0379, 0.3530], [4.1423, -0.3551, -0.7809], [2.6865, 0.0639, -0.6276], [2.3870, 1.2134, -0.3675], [1.7922, -0.9361, -0.8219], [0.3984, -0.8334, -0.7122], [-0.3193, -1.9526, -0.2961], [-1.6920, -1.9021, -0.1987], [-2.3869, -0.7353, -0.5214], [-1.6655, 0.3850, -0.9172], [-0.2882, 0.3327, -1.0226], [0.2547, 1.2069, -1.3389], [-2.1606, 1.3099, -1.1665], [-3.7454, -0.7992, -0.3727], [-4.5791, 0.0793, -1.0939], [-4.7768, -0.3667, -2.5556], [-3.4872, -0.3084, -3.3232], [-2.6895, -1.4381, -3.4517], [-1.4580, -1.3632, -4.0764], [-1.0127, -0.1582, -4.5909], [-1.8114, 0.9679, -4.4905], [-3.0404, 0.8925, -3.8607], [-3.6590, 1.7759, -3.7787], [-1.4737, 1.9091, -4.8995], [-0.0482, -0.0968, -5.0725], [-0.8429, -2.2473, -4.1573], [-3.0302, -2.3799, -3.0464], [-5.1638, -1.3871, -2.5517], [-5.5220, 0.2907, -3.0076], [-5.5396, 0.0394, -0.5711], [-4.2098, 1.1096, -1.0595], [-2.2564, -2.7631, 0.1235], [0.2119, -2.8606, -0.0494], [2.1452, -1.8836, -0.7376], [4.2215, -1.3709, -1.1669], [4.5831, 0.3318, -1.5063], [5.4454, -1.3811, 2.2880], [5.3723, -2.3123, 0.7818], [3.4784, -0.7829, 3.3191], [1.0851, -2.2640, 2.4695], [1.7123, -2.4646, 4.1204], [-0.0440, -0.8187, 4.2476], [-0.1684, -0.1255, 1.8826], [1.4002, 0.6991, 2.0216], [-1.3163, 1.7516, 1.4366]],
  "forces_ev_per_angstrom": [[0.2, -0.4, -0.2], [-0.1, 0.1, -0.1], [-0.1, 0.0, 0.1], [0.1, 0.1, 0.1], [-0.2, 0.3, -0.1], [-0.1, -0.4, 0.2], [-0.1, 0.1, -0.1], [0.1, 0.0, -0.1], [0.1, 0.1, 0.1], [0.0, 0.1, 0.2], [0.1, -0.2, 0.0], [-0.1, 0.1, -0.4], [0.0, 0.0, 0.1], [-0.3, 0.0, 0.2], [-0.1, 0.2, 0.2], [0.7, 0.1, 0.3], [-0.2, -0.4, -0.3], [0.0, 0.1, -0.1], [0.0, -0.1, 0.0], [0.1, 0.1, 0.0], [-0.1, 0.0, 0.0], [0.0, 0.2, 0.2], [0.3, -0.3, -0.2], [0.0, 0.3, 0.0], [0.0, -0.4, -0.2], [-0.4, 0.1, 0.0], [0.2, 0.2, -0.1], [-0.3, 0.2, 0.0], [0.4, -0.1, 0.2], [-0.3, -0.1, 0.1], [0.1, -0.1, 0.0], [0.0, 0.1, 0.0], [-0.1, 0.0, 0.0], [0.1, -0.2, 0.1], [-0.4, 0.1, -0.4], [0.2, 0.1, 0.4], [-0.1, -0.1, -0.2], [-0.1, 0.0, -0.1], [0.1, -0.1, 0.0], [0.1, 0.0, 0.0], [0.0, 0.1, 0.0], [-0.1, -0.1, 0.0], [-0.1, 0.1, 0.0], [0.0, 0.1, 0.0], [0.1, 0.0, 0.0], [0.1, -0.1, 0.0], [0.0, -0.1, 0.1], [-0.1, 0.0, 0.0], [-0.1, 0.0, 0.0], [0.1, 0.1, -0.1], [0.0, -0.1, 0.0], [-0.1, -0.1, 0.0], [0.1, -0.1, 0.1], [0.1, 0.3, 0.0], [0.0, 0.0, -0.1], [-0.1, -0.1, 0.0], [0.0, 0.0, 0.0], [-0.1, 0.0, 0.1], [0.1, -0.1, -0.1], [0.0, 0.0, 0.1], [-0.1, 0.0, -0.2], [0.0, 0.0, 0.1], [0.1, 0.0, 0.0], [-0.1, 0.0, 0.0], [0.1, 0.1, 0.1]]
}